The following is a DFT calculation (ωB97M-V/def2-TZVPD) of 16 unconnected molecules or ions with the total composition C21H72FIN3O15 at a distorted geometry.

XYZ file:
```
113
C21H72FIN3O15 (ωB97M-V/def2-TZVPD)
N 3.91648 -0.18513 -0.65131
C 3.13296 0.83177 -0.97845
N 2.56226 1.86062 -0.19586
C 1.27742 2.31412 -0.82278
C -0.07533 1.85096 -0.16785
C -0.30416 0.28837 -0.26880
C -1.29447 -0.15758 -1.39939
F -0.63912 -0.67343 -2.54792
C 1.54829 1.94298 -2.33345
N 2.68584 0.98341 -2.32984
I 4.09971 1.49200 -3.73543
H 3.76586 -0.65599 0.23715
H 4.61418 -0.53551 -1.32888
H 2.42638 1.58486 0.78583
H 1.31829 3.44240 -0.72106
H -0.92718 2.46303 -0.57240
H 0.00681 2.08994 0.93542
H -0.74618 -0.04616 0.71341
H 0.71356 -0.19843 -0.33616
H -1.90136 -1.00748 -0.97127
H -2.04524 0.64529 -1.64881
H 1.59561 2.86346 -2.96689
H 0.72868 1.33786 -2.82740
C -3.47488 0.59850 3.01852
O -2.90363 0.50127 1.71699
H -2.79620 0.14252 3.73772
H -3.62161 1.65139 3.27616
H -4.42724 0.07360 3.03966
H -3.52682 0.91331 1.10390
C 7.04456 -2.15137 -2.50233
O 5.79846 -1.45176 -2.44299
H 7.13040 -2.79031 -1.62396
H 7.07489 -2.76684 -3.40112
H 7.86965 -1.43547 -2.51013
H 5.73758 -0.89186 -3.22475
C 5.90337 3.13595 0.16928
O 6.62819 1.91319 0.24123
H 6.52664 3.93533 0.56588
H 5.65217 3.35632 -0.87261
H 4.99026 3.05992 0.76560
H 6.06134 1.22269 -0.11261
C -6.51144 2.43698 1.14939
O -5.15440 2.65899 0.75817
H -6.86486 1.52019 0.67974
H -6.57278 2.33322 2.23265
H -7.13218 3.27253 0.82186
H -4.86585 3.47143 1.18413
C -1.26079 -4.17210 -2.77788
O 0.03332 -3.59487 -2.67065
H -1.21035 -5.20565 -2.43899
H -1.96807 -3.62144 -2.15080
H -1.59419 -4.15050 -3.81854
H -0.03589 -2.68286 -2.97500
C 10.64487 0.35723 -3.22802
O 10.74088 -0.22761 -1.93699
H 11.51484 0.06525 -3.81336
H 9.73865 0.00320 -3.72907
H 10.61997 1.44629 -3.13724
H 9.96247 0.04692 -1.44327
C 5.64711 -4.90744 -0.00396
O 4.53663 -4.03933 -0.24504
H 5.31410 -5.74386 0.60631
H 6.03104 -5.28490 -0.95465
H 6.43082 -4.36156 0.52766
H 4.85709 -3.30925 -0.78557
C 3.90016 -3.76351 -4.44702
O 5.13461 -4.13429 -3.84485
H 4.03929 -3.71873 -5.52623
H 3.13336 -4.50523 -4.21329
H 3.58781 -2.78015 -4.08212
H 4.98608 -4.16800 -2.89408
C -10.26071 3.09000 2.27321
O -8.98485 2.72895 2.78672
H -10.17892 3.22843 1.19572
H -10.98231 2.29522 2.48080
H -10.59200 4.02388 2.73296
H -9.08407 2.61391 3.73756
C -5.44838 -3.10649 3.29097
O -4.53541 -2.05027 3.57572
H -6.40949 -2.86741 3.74347
H -5.57486 -3.20841 2.21021
H -5.07670 -4.04445 3.71052
H -3.69543 -2.28179 3.16743
C -4.29951 0.89729 -3.79211
O -3.85988 2.19953 -3.42053
H -3.70702 0.55517 -4.63914
H -4.16230 0.21003 -2.95227
H -5.35349 0.92990 -4.07762
H -4.39663 2.48020 -2.67184
C 2.09408 6.35433 -1.16563
O 1.97074 5.80468 0.14266
H 1.19334 6.11588 -1.73018
H 2.20376 7.43911 -1.10519
H 2.96209 5.92230 -1.67188
H 2.77483 6.02774 0.62143
C -4.84548 1.11026 6.33953
O -4.10151 -0.09990 6.34184
H -4.22896 1.90455 6.75812
H -5.12339 1.36973 5.31381
H -5.74443 0.99122 6.94997
H -4.66861 -0.78220 5.96703
C 6.23464 -8.93873 -0.56096
O 7.17919 -7.90393 -0.30984
H 5.26353 -8.62307 -0.18234
H 6.15952 -9.12237 -1.63572
H 6.53994 -9.85453 -0.04906
H 8.02687 -8.20312 -0.65130
C -11.50818 4.48892 5.61131
O -10.15362 4.71441 5.23318
H -11.85482 3.57253 5.13554
H -11.57926 4.38007 6.69620
H -12.13137 5.32356 5.28105
H -9.86966 5.52622 5.66307
```

## Properties
Maximum force, eV Å⁻¹: 3.9
Spin multiplicity: 1
Gap between HOMO and LUMO, eV: 7.309
Molar mass, g mol⁻¹: 752.7
Net charge: +1
Lowest unoccupied orbital energy, eV: -4.26

Mulliken population analysis, charges in e, atoms 1 to 99: N 0.03; C -0.05; N -0.02; C 0.37; C -0.69; C -0.44; C -0.05; F -0.37; C -0.58; N -0.42; I 0.19; H 0.26; H 0.22; H 0.42; H -0.02; H 0.48; H 0.27; H 0.41; H 0.14; H 0.22; H 0.10; H 0.45; H 0.13; C -0.85; O -0.30; H 0.36; H 0.35; H 0.30; H 0.17; C -0.36; O -0.25; H 0.23; H 0.34; H 0.01; H 0.03; C -0.49; O -0.55; H 0.33; H 0.19; H 0.21; H 0.32; C -0.56; O -0.47; H 0.29; H 0.17; H 0.29; H 0.26; C -0.55; O -0.41; H 0.22; H 0.19; H 0.28; H 0.28; C -0.45; O -0.48; H 0.23; H 0.17; H 0.24; H 0.29; C -0.48; O -0.51; H 0.23; H 0.27; H 0.25; H 0.20; C -0.46; O -0.47; H 0.28; H 0.28; H 0.09; H 0.26; C -0.57; O -0.43; H 0.24; H 0.26; H 0.21; H 0.27; C -0.61; O -0.40; H 0.23; H 0.26; H 0.27; H 0.25; C -0.56; O -0.50; H 0.23; H 0.21; H 0.31; H 0.30; C -0.57; O -0.51; H 0.22; H 0.31; H 0.23; H 0.30; C -0.31; O -0.48; H 0.22; H 0.01